(1)
{"formula": "C2HClN2", "method": "ωB97M-V/def2-TZVPD", "smiles": "N#CC#N.Cl", "multiplicity": 1, "orbital_gap_ev": 11.487, "de_lowest_kj_mol": 43.0, "species": ["Cl", "N", "N", "C", "C", "H"], "coordinates": [[2.53, -0.38, 0.28], [-1.06, 2.10, 0.22], [-0.89, -1.48, -0.16], [-1.14, 0.94, 0.20], [-1.07, -0.40, 0.05], [1.63, -0.79, -0.58]]}

=====

(2)
{"formula": "C2H13NO4", "method": "ωB97M-V/def2-TZVPD", "multiplicity": 2, "orbital_gap_ev": [3.946, 6.029], "total_charge": -1, "de_lowest_kj_mol": 62.5, "species": ["O", "O", "O", "O", "N", "C", "C", "H", "H", "H", "H", "H", "H", "H", "H", "H", "H", "H", "H", "H"], "coordinates": [[-0.80, 1.38, 2.55], [-1.44, 2.87, 0.29], [0.17, -1.27, 2.23], [2.03, 2.40, -2.78], [0.47, -2.20, -0.23], [0.70, -0.77, -0.55], [-0.45, -2.77, -1.04], [-1.07, 2.35, -0.43], [-0.10, -0.14, -0.14], [0.81, -0.73, -1.65], [-0.12, -1.92, 1.50], [-1.07, 2.47, 1.11], [-0.35, 0.54, 2.28], [-1.66, 1.06, 2.83], [-0.35, -2.90, -2.14], [-0.12, -1.64, 3.06], [1.84, 2.99, -3.52], [1.12, 2.13, -2.57], [1.66, -0.46, -0.13], [-1.27, -3.39, -0.66]]}

=====

(3)
{"formula": "C2H6OS3", "method": "ωB97M-V/def2-TZVPD", "smiles": "S=C(S)CS.O", "multiplicity": 1, "orbital_gap_ev": 8.383, "de_lowest_kj_mol": 0.0, "species": ["S", "S", "S", "O", "C", "C", "H", "H", "H", "H", "H", "H"], "coordinates": [[1.63, -1.78, 0.49], [3.68, 0.18, -0.13], [0.31, 1.75, 0.73], [-1.58, -1.29, 0.10], [2.12, -0.19, -0.12], [1.04, 0.73, -0.61], [0.35, -1.77, -0.14], [-2.10, -1.24, 0.90], [1.20, 2.80, 0.70], [1.32, 1.55, -1.35], [-1.52, -2.20, -0.14], [0.36, 0.08, -1.19]]}

=====

(4)
{"formula": "C10H12N2", "method": "ωB97M-V/def2-TZVPD", "smiles": "C[C@H]1Cc2ccccc2C(N)=N1", "multiplicity": 1, "orbital_gap_ev": 9.464, "de_lowest_kj_mol": 194.4, "species": ["N", "N", "C", "C", "C", "C", "C", "C", "C", "C", "C", "C", "H", "H", "H", "H", "H", "H", "H", "H", "H", "H", "H", "H"], "coordinates": [[2.09, 0.52, -0.14], [1.14, 2.66, -0.39], [-0.34, 0.57, -0.11], [-1.74, -1.39, -0.46], [-2.80, -0.66, 0.02], [-0.44, -0.81, -0.50], [1.87, -1.01, -0.03], [-2.60, 0.70, 0.49], [1.02, 1.17, -0.23], [-1.44, 1.32, 0.38], [0.81, -1.45, -0.96], [1.69, -1.51, 1.42], [-1.91, -2.53, -0.67], [-1.30, 2.38, 0.56], [0.76, -2.49, -0.83], [-3.49, 1.27, 0.78], [0.87, -0.79, 1.91], [0.51, 3.03, 0.58], [2.02, 2.92, 0.10], [2.66, -1.39, 1.94], [-3.92, -0.90, 0.24], [1.03, -1.08, -1.97], [2.79, -1.49, -0.47], [1.25, -2.69, 1.46]]}

=====

(5)
{"formula": "C24H54F4N5O8S4", "method": "ωB97M-V/def2-TZVPD", "multiplicity": 1, "orbital_gap_ev": 6.840, "total_charge": 1, "de_lowest_kj_mol": 0.0, "species": ["S", "S", "S", "S", "F", "F", "F", "F", "O", "O", "O", "O", "O", "O", "O", "O", "N", "N", "N", "N", "N", "C", "C", "C", "C", "C", "C", "C", "C", "C", "C", "C", "C", "C", "C", "C", "C", "C", "C", "C", "C", "C", "C", "C", "C", "H", "H", "H", "H", "H", "H", "H", "H", "H", "H", "H", "H", "H", "H", "H", "H", "H", "H", "H", "H", "H", "H", "H", "H", "H", "H", "H", "H", "H", "H", "H", "H", "H", "H", "H", "H", "H", "H", "H", "H", "H", "H", "H", "H", "H", "H", "H", "H", "H", "H", "H", "H", "H", "H"], "coordinates": [[0.82, -4.48, -5.90], [-0.91, -3.05, -6.56], [-1.24, 1.48, -1.34], [-2.82, 0.56, -2.88], [1.10, -5.36, -4.55], [-1.49, -1.73, -5.83], [-0.11, 0.84, -0.39], [-2.75, -0.61, -3.97], [-2.13, -3.73, -6.89], [-0.57, 2.61, -1.93], [-4.03, 0.31, -2.16], [-2.77, 1.76, -3.70], [0.45, -5.51, -6.84], [-2.26, 1.85, -0.39], [-0.03, -2.47, -7.55], [2.11, -3.86, -6.12], [-2.19, -4.25, 2.93], [1.79, 0.42, -4.26], [-1.45, 0.09, -2.25], [-0.24, -3.61, -5.16], [1.59, 3.61, 4.47], [1.17, 2.20, 2.52], [1.51, -0.95, -4.77], [2.62, 6.73, 6.55], [1.32, 2.61, 5.57], [-3.67, -5.56, 4.50], [2.43, 4.76, 5.07], [-2.42, -3.52, 1.61], [-0.60, 2.56, -6.53], [4.20, 0.78, -3.38], [-1.09, -3.67, 3.75], [-2.97, -6.50, 3.52], [0.82, 1.51, -4.74], [2.27, 2.92, 3.34], [2.00, 0.27, -2.72], [1.63, 5.85, 5.82], [3.24, 0.92, -4.55], [-3.04, -2.14, 1.79], [0.32, 4.22, 3.73], [3.41, -0.14, -2.48], [0.63, 1.66, -6.26], [-3.49, -4.20, 3.83], [-2.91, -1.30, 0.54], [-1.91, -5.76, 2.78], [-0.07, 3.13, 2.73], [1.37, 2.17, 1.45], [3.28, 1.89, -5.05], [-0.15, 3.55, -6.44], [3.65, 0.15, -5.21], [-0.16, 1.23, -4.38], [0.37, 0.75, -6.81], [-1.18, -4.04, 4.77], [2.91, 5.20, 4.19], [-0.33, 3.62, 1.79], [1.16, 2.44, -4.29], [-4.32, -3.96, 3.18], [-1.45, 2.49, -5.86], [2.32, 2.26, 5.83], [0.70, 1.80, 5.19], [-2.49, -7.29, 4.10], [-3.10, -4.15, 1.03], [-4.72, -5.79, 4.32], [0.87, 3.09, 6.44], [0.85, 1.21, 2.81], [-0.37, 4.38, 4.55], [2.00, -1.27, -5.68], [-1.84, -6.12, 1.75], [-4.08, -2.26, 2.07], [4.30, 1.79, -2.99], [0.55, 5.13, 3.20], [1.53, 2.10, -6.69], [5.21, 0.41, -3.53], [3.08, 6.24, 7.41], [-0.84, 2.54, 3.21], [-3.42, -0.33, 0.52], [-2.61, -1.55, 2.61], [-0.09, -3.75, 3.34], [3.09, 4.18, 5.71], [3.14, 2.32, 3.60], [-1.20, -2.59, 3.85], [-3.68, -7.06, 2.91], [3.54, -1.23, -2.49], [-3.22, -1.84, -0.36], [-3.36, -5.77, 5.52], [1.06, 6.36, 5.04], [-0.93, 2.38, -7.55], [-1.46, -3.50, 1.10], [-3.36, -3.39, 4.54], [2.02, 7.54, 6.97], [-1.91, -0.96, 0.27], [1.80, 1.32, -2.50], [0.84, 5.45, 6.47], [3.43, 7.15, 5.95], [-0.97, -5.89, 3.30], [1.79, -1.71, -4.04], [1.29, -0.46, -2.35], [3.68, 0.04, -1.44], [2.69, 3.66, 2.65], [0.45, -1.18, -4.92]]}

=====

(6)
{"formula": "C42H84BrN5O11P2S", "method": "ωB97M-V/def2-TZVPD", "smiles": "CCP(CC)[C@]1(CC(=O)N(C)C)NC(=O)[C@](CCCc2ccccc2)(P(=O)(O)O)[C@]1(S)CCCBr.COCCNCCOC.COCCNCCOC.COCCNCCOC", "multiplicity": 1, "orbital_gap_ev": 7.430, "species": ["Br", "S", "P", "P", "O", "O", "O", "O", "O", "O", "O", "O", "O", "O", "O", "N", "N", "N", "N", "N", "C", "C", "C", "C", "C", "C", "C", "C", "C", "C", "C", "C", "C", "C", "C", "C", "C", "C", "C", "C", "C", "C", "C", "C", "C", "C", "C", "C", "C", "C", "C", "C", "C", "C", "C", "C", "C", "C", "C", "C", "C", "C", "H", "H", "H", "H", "H", "H", "H", "H", "H", "H", "H", "H", "H", "H", "H", "H", "H", "H", "H", "H", "H", "H", "H", "H", "H", "H", "H", "H", "H", "H", "H", "H", "H", "H", "H", "H", "H", "H", "H", "H", "H", "H", "H", "H", "H", "H", "H", "H", "H", "H", "H", "H", "H", "H", "H", "H", "H", "H", "H", "H", "H", "H", "H", "H", "H", "H", "H", "H", "H", "H", "H", "H", "H", "H", "H", "H", "H", "H", "H", "H", "H", "H", "H", "H"], "coordinates": [[-3.12, 2.12, -8.11], [-3.19, -2.00, -4.74], [-0.88, 0.83, -1.92], [1.35, -1.25, -4.67], [0.45, -3.74, -2.42], [-3.28, -2.71, 0.10], [4.77, -0.22, 4.70], [-6.41, 6.51, 4.85], [5.27, -3.97, 2.20], [1.91, -1.34, -6.35], [-3.90, 2.91, 3.73], [2.50, -1.97, -3.79], [2.36, 6.85, 2.81], [1.45, 0.45, -4.24], [2.86, 3.10, 0.32], [4.69, 5.10, 1.62], [-1.08, -1.93, -1.89], [-6.93, 3.61, 4.22], [7.11, -1.97, 3.50], [-4.13, -3.66, -1.98], [-0.78, -7.64, -3.92], [1.83, -7.29, -1.81], [4.00, -1.14, 3.94], [-3.83, -4.95, -1.24], [5.34, -3.37, 0.91], [-3.33, -0.96, -1.78], [0.51, -8.21, -1.39], [5.85, -0.81, 5.43], [-1.52, -0.04, -6.66], [-7.01, 4.25, 5.54], [-3.57, -2.49, -1.20], [0.43, -5.88, -5.81], [-5.64, -3.50, -1.94], [-2.24, 1.92, 0.53], [6.87, -3.34, 3.94], [-0.36, -2.04, -4.39], [-0.23, -2.69, -2.88], [1.75, -6.56, -3.28], [-1.76, 0.30, -5.08], [-1.84, -0.73, -2.45], [4.46, 3.72, 2.06], [0.49, -6.68, -4.34], [0.77, 0.46, -1.06], [-7.45, 5.72, 5.44], [2.92, 3.70, -0.97], [-1.94, 2.15, -1.07], [-0.74, -8.37, -2.45], [-1.34, 1.44, -7.42], [0.72, 0.28, 0.56], [6.56, -4.27, 2.75], [-3.78, 4.32, 3.91], [1.59, 5.93, 2.06], [-4.78, 2.27, 4.65], [-0.65, -3.41, -5.29], [-6.27, 2.31, 4.23], [4.15, 2.80, 0.87], [7.14, -0.99, 4.60], [0.75, -4.25, -5.62], [3.44, 6.26, 3.55], [-6.73, 6.98, 3.55], [4.73, 6.07, 2.72], [-1.67, -1.04, -4.09], [-4.51, -5.02, -0.26], [-2.17, 0.79, 0.88], [5.95, -3.97, 0.23], [4.98, 7.04, 2.27], [1.76, -0.17, 0.94], [4.10, 1.77, 1.23], [4.32, -3.33, 0.51], [1.53, -4.20, -4.75], [-0.62, 1.39, -8.35], [-2.85, 0.73, -4.92], [-6.84, 1.62, 4.87], [-4.22, -0.56, -2.45], [1.16, -3.90, -6.67], [-4.07, -5.90, -1.91], [6.02, -3.40, 4.63], [-1.33, -4.20, -4.70], [-6.41, 4.23, 3.60], [7.39, -0.03, 4.16], [2.85, -0.97, -6.32], [7.76, -3.71, 4.46], [1.99, 5.86, 1.04], [4.94, 2.84, 0.11], [-3.35, 2.26, 0.82], [-0.75, -1.86, -0.90], [0.55, -8.72, -0.31], [5.35, 3.36, 2.58], [6.51, -5.30, 3.11], [-1.44, 3.22, -1.18], [4.40, -1.21, 2.93], [-6.04, 4.23, 6.05], [-8.40, 5.82, 4.90], [-0.64, -6.07, -6.29], [-7.61, 6.11, 6.45], [1.20, -6.38, -6.58], [1.30, 0.99, -5.07], [0.57, 6.33, 1.97], [-5.86, -2.74, -1.06], [2.64, -5.85, -3.64], [2.99, -0.74, 3.85], [1.53, 4.94, 2.52], [-4.62, 2.63, 5.67], [-6.01, -3.10, -2.99], [5.73, -2.35, 0.97], [3.31, 4.71, -0.91], [1.59, 1.26, -1.34], [-2.48, -0.55, -7.17], [-7.70, 7.49, 3.54], [-2.99, 2.19, -1.63], [-5.96, 7.70, 3.25], [6.36, -1.69, 2.86], [-6.34, 1.91, 3.21], [1.91, 3.74, -1.38], [-0.54, -0.64, -6.89], [-6.15, -4.53, -1.64], [3.67, 6.96, 4.35], [7.35, -4.23, 1.99], [-0.21, -0.29, 0.98], [-1.00, 1.14, -4.78], [-4.48, 1.22, 4.66], [-6.73, 6.16, 2.83], [7.97, -1.26, 5.28], [-4.51, 4.84, 3.29], [-4.19, -0.99, -4.85], [-2.72, -5.06, -0.90], [0.68, 1.38, 1.03], [3.95, 5.38, 0.98], [-3.88, 4.61, 4.96], [-2.79, 4.62, 3.56], [3.61, 3.67, 2.75], [-1.10, -3.16, -6.36], [5.55, 5.81, 3.40], [-1.69, -7.78, -4.65], [1.17, -0.57, -1.50], [3.11, 5.34, 4.04], [-1.64, -9.04, -2.12], [-3.35, -0.26, -0.81], [3.54, 3.10, -1.65], [2.77, -7.12, -1.11], [5.53, -1.73, 5.92], [-0.85, 2.23, -6.68], [6.08, -0.11, 6.23], [-7.73, 3.70, 6.16], [3.95, -2.13, 4.40], [-1.53, 2.56, 1.22]]}

=====

(7)
{"formula": "C15H34FO10P2", "method": "ωB97M-V/def2-TZVPD", "multiplicity": 1, "orbital_gap_ev": 3.040, "total_charge": -1, "species": ["P", "P", "F", "O", "O", "O", "O", "O", "O", "O", "O", "O", "O", "C", "C", "C", "C", "C", "C", "C", "C", "C", "C", "C", "C", "C", "C", "C", "H", "H", "H", "H", "H", "H", "H", "H", "H", "H", "H", "H", "H", "H", "H", "H", "H", "H", "H", "H", "H", "H", "H", "H", "H", "H", "H", "H", "H", "H", "H", "H", "H", "H"], "coordinates": [[2.29, -0.45, -1.84], [-5.23, 1.47, 3.08], [6.05, -1.61, -4.64], [-5.84, 1.04, 4.62], [9.84, -1.25, -3.95], [-4.56, -0.05, 3.01], [1.32, -0.12, -3.14], [1.93, -2.11, -2.01], [-4.00, 2.31, 3.83], [-4.81, 1.86, 1.66], [2.74, 1.01, -1.63], [1.17, -0.41, -0.61], [9.92, -3.07, -2.44], [-4.99, 0.55, 5.66], [-4.66, 1.64, 6.67], [0.32, -2.88, -3.68], [9.40, -2.48, -3.45], [-3.17, -0.58, 1.10], [0.68, 1.73, 0.41], [6.83, -2.27, -3.60], [1.41, 0.40, 0.54], [-3.95, 3.72, 3.65], [-4.52, -0.74, 1.77], [8.10, -3.08, -4.23], [-5.02, 4.42, 4.47], [2.71, -0.64, -5.07], [0.60, -2.57, -2.21], [1.93, 0.42, -4.31], [-5.51, 2.30, 6.85], [-0.39, 1.58, 0.56], [-2.96, 4.05, 3.97], [7.24, -1.44, -2.90], [-5.08, 5.48, 4.20], [-4.33, 1.21, 7.62], [-2.81, 0.45, 1.13], [0.80, 2.18, -0.57], [1.04, -0.14, 1.42], [-3.83, 2.26, 6.31], [8.18, -2.90, -5.36], [-5.33, -0.40, 1.11], [-3.20, -0.91, 0.06], [3.37, -1.21, -4.41], [2.03, -1.35, -5.54], [-0.16, -1.88, -1.83], [-4.05, 3.98, 2.60], [3.32, -0.18, -5.86], [-5.56, -0.23, 6.18], [1.20, -3.34, -4.16], [0.08, -1.98, -4.23], [2.58, 1.26, -4.05], [1.04, 2.44, 1.16], [0.50, -3.50, -1.64], [-4.08, 0.09, 5.29], [-4.71, -1.80, 1.96], [1.14, 0.82, -4.95], [-2.42, -1.18, 1.63], [2.48, 0.55, 0.69], [-0.53, -3.56, -3.78], [8.03, -4.20, -3.98], [-6.00, 3.96, 4.34], [-4.78, 4.37, 5.54], [6.21, -3.02, -3.01]]}

=====

(8)
{"formula": "C3H9NS", "method": "ωB97M-V/def2-TZVPD", "smiles": "C=N.CSC", "multiplicity": 1, "orbital_gap_ev": 9.354, "de_lowest_kj_mol": 117.7, "species": ["S", "N", "C", "C", "C", "H", "H", "H", "H", "H", "H", "H", "H", "H"], "coordinates": [[0.97, 0.27, -1.73], [-2.66, -1.39, 4.98], [1.74, 1.81, -1.19], [-3.00, -1.10, 3.80], [1.78, 0.12, -3.34], [1.49, -0.83, -3.79], [1.00, 2.54, -0.85], [2.44, 1.60, -0.39], [1.40, 0.87, -4.03], [-3.82, -1.61, 3.28], [-3.24, -2.13, 5.38], [2.26, 2.27, -2.02], [2.85, 0.20, -3.22], [-2.43, -0.36, 3.24]]}

=====

(9)
{"formula": "C4H7NO2S", "method": "ωB97M-V/def2-TZVPD", "smiles": "CO/C(N)=C/C(O)=S", "multiplicity": 1, "orbital_gap_ev": 8.770, "de_lowest_kj_mol": 272.2, "species": ["S", "O", "O", "N", "C", "C", "C", "C", "H", "H", "H", "H", "H", "H", "H"], "coordinates": [[-0.32, 2.31, -0.27], [1.00, 1.71, 1.94], [0.49, -2.29, -0.25], [-1.33, -0.58, -0.96], [-0.24, -3.32, -0.88], [0.62, -0.17, 0.57], [0.37, 1.30, 0.70], [-0.06, -0.99, -0.29], [-1.35, -1.02, -1.91], [-1.29, -3.26, -0.56], [-0.14, -3.17, -2.00], [-1.30, 0.43, -1.19], [0.34, -4.25, -0.62], [1.18, -0.59, 1.46], [1.00, 2.73, 1.77]]}

=====

(10)
{"formula": "C26H29ClN4O3", "method": "ωB97M-V/def2-TZVPD", "smiles": "CCCCOc1ccc(-c2cncc(C(=O)NCc3cccnc3N3CCOCC3)c2)cc1Cl", "multiplicity": 1, "orbital_gap_ev": 8.962, "de_lowest_kj_mol": 58.8, "species": ["Cl", "O", "O", "O", "N", "N", "N", "N", "C", "C", "C", "C", "C", "C", "C", "C", "C", "C", "C", "C", "C", "C", "C", "C", "C", "C", "C", "C", "C", "C", "C", "C", "C", "C", "H", "H", "H", "H", "H", "H", "H", "H", "H", "H", "H", "H", "H", "H", "H", "H", "H", "H", "H", "H", "H", "H", "H", "H", "H", "H", "H", "H", "H"], "coordinates": [[0.02, 0.88, -3.24], [-4.24, 1.01, 0.37], [1.90, 2.06, 4.90], [0.25, -1.84, -4.05], [-1.84, 1.78, 1.74], [-1.79, 4.02, 1.12], [-0.06, 1.42, 3.94], [3.73, -1.20, 2.93], [1.76, -5.86, -5.23], [2.20, -0.81, 1.13], [1.19, -0.10, -1.02], [-3.24, 1.73, -0.32], [-1.24, 3.49, 3.39], [1.80, -2.39, -0.75], [1.29, 1.38, 4.10], [-0.86, 2.50, 4.47], [0.36, -3.08, -4.71], [-4.26, 1.35, 1.73], [0.71, -0.38, -2.28], [-2.92, 1.05, 2.40], [3.08, -0.32, 3.67], [1.33, -2.67, -2.02], [1.77, -3.31, -5.27], [1.87, -4.60, -6.08], [-1.86, 1.50, 0.30], [-1.27, 5.78, 2.63], [3.30, -1.44, 1.71], [-1.60, 5.30, 1.37], [-1.65, 3.12, 2.10], [1.52, 0.12, 1.92], [0.77, -1.68, -2.81], [1.74, -1.10, -0.23], [-1.07, 4.84, 3.64], [1.96, 0.37, 3.22], [-0.24, 3.00, 5.22], [2.51, -5.85, -4.44], [3.46, -0.15, 4.67], [1.09, -4.61, -6.85], [0.06, -3.90, -4.04], [1.93, -6.74, -5.85], [-0.48, 0.90, 3.19], [0.67, 0.65, 1.52], [3.89, -2.15, 1.14], [-3.47, 2.81, -0.28], [-0.36, -3.02, -5.53], [2.02, -2.46, -5.90], [-2.70, -0.02, 2.30], [-4.50, 2.42, 1.85], [-1.14, 6.83, 2.81], [2.49, -3.34, -4.45], [-1.74, 2.09, 4.97], [2.84, -4.60, -6.60], [-5.06, 0.76, 2.19], [-1.13, 2.13, -0.19], [-2.97, 1.32, 3.45], [1.39, -3.69, -2.38], [-1.59, 0.44, 0.18], [2.20, -3.19, -0.15], [-0.75, 5.17, 4.62], [1.15, 0.92, -0.67], [-1.72, 5.96, 0.53], [0.78, -5.95, -4.78], [-3.26, 1.38, -1.35]]}